(1)
{"formula": "C4H8NO2", "method": "ωB97M-V/def2-TZVPD", "homo_ev": -3.74, "total_charge": -1, "de_lowest_kcal_mol": 61.54, "smiles": "CN(C)CC(=O)[O-]", "multiplicity": 1, "e_tot_ev": -9862.118, "species": ["C", "N", "C", "C", "C", "O", "O", "H", "H", "H", "H", "H", "H", "H", "H"], "coordinates": [[-0.6920, -0.5054, -1.0209], [-0.4975, -0.1462, 0.3783], [0.0477, -1.3927, 1.0592], [0.7172, 0.7453, 0.4322], [0.1444, 2.0091, -0.3335], [-0.4050, 2.8390, 0.3350], [0.4935, 2.0662, -1.5595], [-1.0712, 0.4770, -1.5139], [-1.4231, -1.2486, -1.2465], [0.0425, -0.8063, -1.5693], [0.8199, -1.9689, 0.4607], [-0.7906, -2.0770, 1.1643], [0.2966, -1.3053, 2.0352], [0.7487, 0.9683, 1.5629], [1.5688, 0.3453, -0.1841]], "nbo_charge": [-0.436, -0.401, -0.425, -0.369, 0.751, -0.741, -0.830, 0.239, 0.166, 0.161, 0.154, 0.171, 0.184, 0.197, 0.179]}

(2)
{"formula": "C53H51FN6O4PPtS", "method": "ωB97M-V/def2-TZVPD", "homo_ev": [-12.29, -14.71], "total_charge": 3, "de_lowest_kcal_mol": 27.93, "multiplicity": 5, "e_tot_ev": -98980.954, "s_squared": 6.033, "species": ["Pt", "N", "C", "C", "C", "C", "C", "C", "S", "N", "C", "C", "C", "C", "C", "C", "N", "H", "H", "H", "H", "H", "H", "H", "H", "H", "F", "C", "C", "C", "C", "O", "C", "C", "N", "C", "C", "C", "C", "C", "C", "N", "C", "C", "N", "C", "C", "C", "O", "O", "H", "H", "H", "H", "H", "H", "H", "H", "H", "H", "H", "H", "H", "H", "H", "H", "H", "H", "C", "C", "C", "C", "C", "C", "H", "H", "H", "H", "H", "H", "H", "H", "H", "O", "P", "C", "C", "C", "C", "C", "C", "C", "C", "C", "C", "C", "C", "C", "C", "C", "C", "C", "C", "H", "H", "H", "H", "H", "H", "H", "H", "H", "H", "H", "H", "H", "H", "H"], "coordinates": [[0.3752, -1.1283, 0.6473], [-1.5821, 0.5931, 4.2459], [-1.5593, 1.9540, 4.3480], [-2.2810, 2.5959, 5.3634], [-2.3137, 3.9684, 5.4312], [-1.6115, 4.7439, 4.4995], [-0.8777, 4.1366, 3.5044], [-0.8411, 2.7434, 3.4169], [0.1301, 1.9646, 2.1900], [-0.2838, 0.4038, 2.2671], [-1.1111, -0.1458, 3.1891], [-1.5011, -1.4949, 3.0101], [-2.4405, -2.1651, 3.8317], [-2.7196, -3.4881, 3.6100], [-2.0955, -4.1452, 2.5442], [-1.2430, -3.4228, 1.7353], [-0.9436, -2.1489, 1.9485], [-2.0911, 0.0969, 4.9685], [-2.8256, 1.9963, 6.0756], [-2.8959, 4.4519, 6.1998], [-1.6456, 5.8189, 4.5653], [-0.3289, 4.7194, 2.7821], [-2.9520, -1.6419, 4.6251], [-3.4229, -4.0160, 4.2347], [-2.2772, -5.1850, 2.3431], [-0.7992, -3.8812, 0.8608], [-1.2710, 5.2159, -1.6764], [-1.7187, 4.0911, -2.2768], [-1.4164, 2.9088, -1.6616], [-1.7976, 1.6856, -2.2213], [-1.4554, 0.4440, -1.5436], [-0.9994, 0.4843, -0.3794], [-1.7280, -0.7314, -2.3029], [-2.4459, -0.6417, -3.4684], [-2.8938, 0.5036, -3.9960], [-3.7623, 0.4705, -5.1442], [-5.1901, 0.9065, -4.9674], [-4.8679, -0.5380, -5.1928], [-2.5182, 1.7013, -3.4300], [-2.8361, 2.9250, -4.0253], [-2.4484, 4.1535, -3.4898], [-2.8131, 5.3413, -4.0954], [-2.5685, 6.6296, -3.4584], [-3.2974, 7.7395, -4.2239], [-4.5684, 7.1935, -4.7591], [-4.2976, 6.1920, -5.8319], [-2.9706, 5.4740, -5.5273], [-1.3134, -2.1277, -1.8825], [-1.7504, -3.0680, -2.5130], [-0.5175, -2.3086, -0.8899], [-0.8448, 2.9098, -0.7476], [-2.6831, -1.5602, -3.9914], [-3.2533, 0.7165, -6.0685], [-5.6615, 1.4636, -5.7615], [-5.5059, 1.2008, -3.9776], [-5.1036, -0.9752, -6.1495], [-4.9887, -1.2176, -4.3641], [-3.4090, 2.8964, -4.9352], [-1.5013, 6.8812, -3.4156], [-2.9427, 6.5858, -2.4331], [-2.7060, 8.1166, -5.0600], [-3.4972, 8.5744, -3.5511], [-5.1681, 7.9463, -5.1154], [-5.0690, 6.7376, -3.9856], [-4.2290, 6.7011, -6.7949], [-5.1301, 5.4881, -5.8713], [-2.1286, 6.0436, -5.9416], [-2.9648, 4.5043, -6.0186], [4.3968, 0.8091, -2.4595], [3.8685, -0.6267, -2.2791], [4.9815, -1.5218, -1.7270], [3.3684, -1.1606, -3.6285], [2.7591, -0.6009, -1.3456], [1.8209, -0.5769, -0.5693], [5.1873, 0.8021, -3.2053], [4.8007, 1.1866, -1.5242], [3.6037, 1.4727, -2.7936], [5.8158, -1.5361, -2.4236], [4.6240, -2.5402, -1.5956], [5.3381, -1.1540, -0.7677], [4.1968, -1.2079, -4.3304], [2.5996, -0.5123, -4.0426], [2.9552, -2.1590, -3.5120], [1.9449, -1.4687, 2.2650], [2.6625, -2.7359, 2.6792], [1.5454, -3.7984, 3.6355], [0.8388, -3.1738, 4.6580], [-0.0493, -3.9049, 5.4248], [-0.2235, -5.2581, 5.1735], [0.4974, -5.8829, 4.1689], [1.3860, -5.1542, 3.3944], [3.2988, -3.6728, 1.2640], [2.4545, -3.8956, 0.1822], [2.8938, -4.6530, -0.8891], [4.1764, -5.1835, -0.8827], [5.0222, -4.9481, 0.1910], [4.5857, -4.1963, 1.2685], [4.0334, -2.2714, 3.7683], [4.3841, -3.0861, 4.8386], [5.4383, -2.7150, 5.6551], [6.1300, -1.5388, 5.4064], [5.7778, -0.7327, 4.3336], [4.7240, -1.0934, 3.5123], [0.9982, -2.1154, 4.8328], [-0.5988, -3.4324, 6.2257], [-0.9170, -5.8305, 5.7732], [0.3723, -6.9386, 3.9901], [1.9573, -5.6347, 2.6149], [1.4532, -3.4701, 0.1724], [2.2314, -4.8388, -1.7206], [4.5168, -5.7839, -1.7129], [6.0214, -5.3552, 0.1920], [5.2451, -4.0114, 2.1033], [3.8386, -3.9989, 5.0300], [5.7180, -3.3426, 6.4872], [6.9417, -1.2472, 6.0550], [6.3240, 0.1767, 4.1395], [4.4251, -0.4749, 2.6785]], "mulliken_spin": [0.869, 0.216, 0.096, -0.009, 0.047, 0.055, -0.006, 0.115, 0.417, 0.354, 0.148, 0.040, 0.096, 0.001, 0.108, -0.047, 0.156, -0.022, -0.001, 0.003, 0.003, -0.001, 0.015, 0.001, 0.000, 0.019, 0.000, 0.013, 0.002, 0.028, 0.044, 0.203, -0.052, -0.007, 0.000, 0.000, 0.000, 0.000, 0.003, 0.000, -0.001, 0.000, 0.000, 0.000, 0.000, 0.000, 0.000, 0.032, 0.016, 0.081, -0.011, 0.001, 0.000, 0.000, 0.000, 0.000, 0.000, 0.000, 0.000, 0.000, 0.000, 0.000, 0.000, 0.000, 0.000, 0.000, 0.000, 0.000, 0.048, 0.162, 0.027, 0.034, 0.169, 0.384, 0.007, -0.001, -0.002, 0.000, -0.007, -0.001, 0.000, 0.000, -0.007, 0.074, 0.080, -0.001, -0.007, 0.007, 0.002, 0.000, -0.002, -0.026, 0.034, -0.009, 0.000, 0.002, 0.002, 0.010, -0.001, 0.000, 0.001, 0.000, 0.002, -0.008, 0.005, 0.000, 0.000, 0.000, -0.001, 0.000, 0.000, 0.000, 0.000, 0.000, 0.000, 0.000, 0.000, -0.002]}

(3)
{"formula": "C8H7ClN", "method": "ωB97M-V/def2-TZVPD", "homo_ev": -13.09, "total_charge": 1, "smiles": "C#CCc1ccc(Cl)[nH+]c1", "multiplicity": 1, "e_tot_ev": -22407.459, "species": ["C", "C", "C", "C", "C", "C", "C", "Cl", "N", "C", "H", "H", "H", "H", "H", "H", "H"], "coordinates": [[3.5838, -0.5773, 0.0478], [2.7056, 0.4153, -0.0328], [1.5350, 1.5477, -0.1201], [0.1377, 0.7073, 0.0307], [-0.8367, 0.8095, 1.2629], [-2.1412, -0.1295, 1.2380], [-2.3280, -1.0781, -0.0051], [-3.7704, -2.2331, -0.1223], [-1.3806, -1.1422, -1.1458], [-0.1941, -0.2916, -1.1506], [3.9594, -1.6667, 0.1836], [1.6044, 2.3220, 0.7252], [1.6165, 2.0251, -1.1819], [-0.6213, 1.5049, 2.1497], [-2.8909, -0.0908, 2.1280], [-1.5250, -1.7732, -1.9592], [0.5459, -0.3493, -2.0482]], "nbo_charge": [-0.217, -0.082, -0.474, -0.008, -0.089, -0.221, 0.225, 0.091, -0.505, 0.101, 0.293, 0.276, 0.277, 0.279, 0.301, 0.473, 0.281]}

(4)
{"formula": "C29H44BrN3OsP2", "method": "ωB97M-V/def2-TZVPD", "homo_ev": [-19.60, -19.80], "total_charge": 4, "de_lowest_kcal_mol": 65.97, "multiplicity": 5, "e_tot_ev": -126294.610, "s_squared": 6.146, "species": ["C", "C", "C", "C", "N", "C", "C", "C", "C", "C", "C", "C", "C", "C", "Os", "P", "H", "H", "H", "H", "H", "H", "H", "H", "C", "C", "H", "H", "H", "H", "H", "C", "C", "H", "H", "H", "H", "H", "C", "C", "H", "H", "H", "H", "H", "Br", "P", "C", "C", "H", "H", "H", "H", "H", "C", "C", "H", "H", "H", "H", "H", "C", "C", "H", "H", "H", "H", "H", "C", "N", "C", "C", "N", "C", "H", "H", "H", "H", "H", "H"], "coordinates": [[-4.3807, -1.4616, 0.1826], [-3.5807, -0.4631, -0.4512], [-4.1554, 0.8239, -0.7224], [-5.5264, 0.9619, -0.4628], [-6.2535, 0.0081, 0.1041], [-5.7298, -1.1664, 0.4166], [-2.2645, -0.9270, -0.7476], [-1.4981, -1.9737, -0.9162], [-0.8576, -2.6804, -1.9391], [0.5571, -2.4210, -1.7115], [1.3511, -1.9657, -2.7994], [0.5564, -1.5924, -3.8339], [-0.6581, -2.1515, -4.2475], [-1.3822, -2.8119, -3.2276], [0.4329, -0.6416, -0.7002], [-0.4230, 0.1967, 1.4108], [-3.5775, 1.6693, -1.1106], [-3.9615, -2.4381, 0.4844], [-6.0413, 1.8776, -0.7356], [-6.3805, -1.9271, 0.8516], [-2.3753, -3.2319, -3.3773], [1.0557, -3.0973, -1.0196], [-1.0147, -2.1464, -5.2890], [2.4320, -1.9238, -2.6800], [0.7404, 0.7879, 2.7613], [0.2107, 1.6954, 3.8809], [1.5651, 1.3204, 2.2591], [1.1630, -0.1273, 3.1998], [1.0650, 1.9402, 4.5269], [-0.1799, 2.6516, 3.5078], [-0.5453, 1.2273, 4.5273], [-1.5710, 1.6877, 1.2909], [-2.7687, 1.7880, 2.2374], [-1.9384, 1.6816, 0.2536], [-0.9366, 2.5815, 1.4046], [-3.2948, 2.7172, 1.9763], [-3.4845, 0.9714, 2.0728], [-2.5101, 1.8506, 3.3049], [-1.4470, -1.0896, 2.2986], [-1.7485, -0.9865, 3.7948], [-0.9187, -2.0389, 2.1137], [-2.3819, -1.1505, 1.7230], [-2.3351, -1.8777, 4.0524], [-0.8479, -1.0154, 4.4180], [-2.3562, -0.1199, 4.0843], [1.5763, -0.0443, -4.7764], [1.3206, 1.6180, -1.1023], [1.1636, 3.1561, -0.0788], [2.2842, 4.2012, -0.1944], [1.0815, 2.8123, 0.9641], [0.1990, 3.6300, -0.3292], [2.1181, 5.0057, 0.5410], [3.2722, 3.7626, 0.0026], [2.3007, 4.6641, -1.1922], [3.1148, 1.2294, -1.2354], [3.8698, 1.7957, -2.4402], [3.1463, 0.1264, -1.2465], [3.5997, 1.5550, -0.3008], [4.8952, 1.3922, -2.4551], [3.3944, 1.5164, -3.3917], [3.9487, 2.8922, -2.4009], [0.5770, 2.0020, -2.7428], [0.6978, 3.4242, -3.2777], [-0.4724, 1.6852, -2.6322], [1.0121, 1.2751, -3.4991], [0.1780, 3.4901, -4.2459], [0.2302, 4.1455, -2.5959], [1.7447, 3.7247, -3.4383], [3.1992, -5.2593, 1.0041], [2.7206, -3.9215, 1.2564], [3.3858, -2.8649, 1.8531], [2.6167, -1.7546, 1.6316], [1.4951, -2.1179, 0.8968], [1.5333, -3.4633, 0.8223], [4.2335, -5.2370, 0.6712], [3.1269, -5.8629, 1.9032], [2.6039, -5.7298, 0.2260], [4.3433, -2.9674, 2.3420], [2.8787, -0.7399, 1.8700], [0.8064, -4.1529, 0.4249]], "mulliken_spin": [0.220, 0.125, 0.250, 0.091, 0.422, 0.124, 0.248, -0.206, 0.223, -0.050, 0.045, -0.012, 0.093, -0.115, 2.162, -0.075, 0.027, 0.007, 0.012, 0.018, 0.004, 0.011, 0.000, -0.003, -0.017, 0.002, 0.003, 0.005, 0.000, 0.000, 0.000, 0.024, 0.003, 0.012, 0.001, -0.001, 0.005, 0.001, -0.012, -0.004, -0.003, 0.001, 0.000, 0.000, 0.000, -0.001, 0.143, 0.020, 0.002, 0.001, 0.003, 0.000, 0.000, 0.000, 0.031, 0.015, -0.014, 0.012, 0.000, 0.000, 0.000, 0.021, 0.019, 0.000, -0.009, 0.001, 0.000, -0.001, 0.001, 0.001, 0.009, 0.001, 0.078, 0.027, 0.000, 0.000, 0.000, 0.001, -0.010, 0.010]}